<P>
{"formula": "BF4H14O7", "method": "ωB97M-V with the def2-TZVPD basis set", "homo_energy_ev": -7.697, "total_charge": -1, "gap_ev": 10.577, "species": ["B", "F", "F", "F", "F", "O", "H", "H", "O", "H", "H", "O", "H", "H", "O", "H", "H", "O", "H", "H", "O", "H", "H", "O", "H", "H"], "coordinates": [[0.1762, -0.4298, -0.3948], [0.6073, 0.3721, -1.4545], [1.1554, -1.4067, -0.2112], [0.0277, 0.3382, 0.7692], [-1.0026, -1.1217, -0.6486], [-0.7155, -0.2084, 3.2268], [-0.3673, 0.2437, 2.4377], [-0.5666, 0.4058, 3.9514], [2.9551, 0.1436, 1.3168], [2.3833, -0.2705, 0.6512], [2.3507, 0.6265, 1.8843], [-2.5706, 1.2441, 0.6135], [-2.5002, 1.7576, 1.4225], [-1.7390, 0.7459, 0.5684], [0.1860, -2.7233, -2.8991], [-0.1246, -2.6751, -1.9881], [1.1436, -2.7608, -2.8225], [-0.1984, 2.2360, -2.9671], [-0.9317, 2.1186, -3.5760], [0.0023, 1.3361, -2.6456], [-0.7742, -2.8976, 1.2882], [-0.3899, -2.4650, 0.5011], [-1.3171, -2.2173, 1.6970], [0.9203, 2.8767, -0.1739], [0.7483, 2.4465, -1.0234], [0.5415, 2.2848, 0.4767]], "nbo_charge": [1.34, -0.56, -0.56, -0.58, -0.55, -0.96, 0.49, 0.46, -0.96, 0.49, 0.46, -0.95, 0.46, 0.48, -0.95, 0.48, 0.47, -0.98, 0.46, 0.50, -0.96, 0.48, 0.47, -0.96, 0.49, 0.46]}

<Q>
{"formula": "BF4H14O7", "method": "ωB97M-V with the def2-TZVPD basis set", "homo_energy_ev": -7.838, "total_charge": -1, "gap_ev": 10.763, "species": ["B", "F", "F", "F", "F", "O", "H", "H", "O", "H", "H", "O", "H", "H", "O", "H", "H", "O", "H", "H", "O", "H", "H", "O", "H", "H"], "coordinates": [[-0.8506, 1.2039, -0.4584], [-0.8966, 2.5279, 0.0516], [0.4894, 0.7899, -0.4964], [-1.4916, 0.2949, 0.3656], [-1.3946, 1.0799, -1.7114], [-2.6776, -1.3721, -1.4354], [-3.0936, -1.5001, -0.6094], [-2.3636, -0.4911, -1.4124], [3.0854, 1.2669, -1.7244], [2.9354, 0.8819, -2.6114], [2.2684, 1.6469, -1.4074], [-1.0416, -2.3591, 1.0746], [-0.4006, -2.8591, 0.5836], [-1.0866, -1.5971, 0.5436], [2.7254, -0.6921, 1.0096], [1.8614, -0.7361, 1.4216], [2.6064, -0.2421, 0.2186], [0.7724, -1.4701, -2.3574], [1.1904, -1.1141, -3.0854], [0.3804, -0.6751, -1.9954], [0.9434, 2.0019, 2.1536], [0.3894, 2.1159, 1.4126], [0.8254, 1.0849, 2.3536], [-1.9866, 0.1289, 2.9436], [-2.0246, 0.4529, 2.0456], [-1.1656, -0.3681, 3.1266]], "nbo_charge": [1.33, -0.56, -0.59, -0.58, -0.56, -0.95, 0.46, 0.48, -0.96, 0.46, 0.49, -0.95, 0.46, 0.48, -0.94, 0.46, 0.48, -0.93, 0.44, 0.48, -0.94, 0.48, 0.45, -0.98, 0.49, 0.47]}

Relative energy of each structure, in hartree: <P> 0.0000; <Q> 0.0049.